Entry 1:
Below is a single C26H31N3O molecule, with properties calculated with wB97M-V/def2-TZVPD.

```
61
Properties=species:S:1:pos:R:3
C -4.20 -1.95 -1.86
C -3.82 -2.75 -0.64
C -4.49 -3.93 -0.36
C -4.16 -4.69 0.75
C -3.14 -4.28 1.59
C -2.47 -3.10 1.31
C -2.79 -2.33 0.20
C -2.05 -1.04 -0.02
C -2.78 0.12 0.68
N -2.40 1.41 0.14
C -3.32 2.46 0.53
C -2.99 3.75 -0.21
C -1.56 4.18 0.11
C -0.61 3.04 -0.24
C 0.84 3.40 0.10
N 1.77 2.34 -0.24
C 2.04 2.14 -1.64
C 2.29 1.58 0.75
O 2.09 1.81 1.93
C 3.12 0.41 0.32
C 2.52 -0.67 -0.36
C 3.25 -1.78 -0.68
C 4.62 -1.86 -0.34
N 5.31 -2.97 -0.68
C 6.56 -3.04 -0.36
C 7.26 -2.04 0.34
C 6.59 -0.90 0.69
C 5.22 -0.78 0.36
C 4.44 0.35 0.69
C -1.05 1.78 0.51
H -4.40 -0.92 -1.61
H -5.08 -2.38 -2.33
H -3.39 -1.97 -2.59
H -5.29 -4.26 -1.01
H -4.70 -5.61 0.95
H -2.88 -4.87 2.45
H -1.67 -2.78 1.96
H -1.04 -1.13 0.37
H -1.99 -0.81 -1.09
H -3.86 0.00 0.51
H -2.61 0.06 1.77
H -4.34 2.14 0.26
H -3.30 2.64 1.62
H -3.69 4.53 0.09
H -3.09 3.58 -1.28
H -1.30 5.08 -0.46
H -1.47 4.41 1.17
H -0.69 2.84 -1.32
H 1.13 4.32 -0.42
H 0.93 3.56 1.18
H 2.97 1.59 -1.77
H 1.24 1.59 -2.13
H 2.14 3.12 -2.13
H 1.47 -0.61 -0.61
H 2.80 -2.62 -1.19
H 7.07 -3.95 -0.66
H 8.31 -2.17 0.57
H 7.07 -0.10 1.23
H 4.90 1.16 1.23
H -0.38 0.95 0.25
H -0.96 1.95 1.60
```

## Properties
SMILES string ... Cc1ccccc1CCN1CCC[C@@H](CN(C)C(=O)c2ccc3ncccc3c2)C1
Highest occupied orbital energy ... -8.620 eV
Orbital gap ... 0.321 hartree
E_LUMO ... 0.0047 hartree
Total energy ... -33984.1071 eV
Strongest force on any atom ... 0.7 eV/Å

=====

Entry 2:
Below is a single C26H31N3O3 molecule in a non-equilibrium geometry, with properties calculated with wB97M-V/def2-TZVPD.

```
63
Properties=species:S:1:pos:R:3
C 0.22 3.39 -1.63
C -0.25 3.32 -0.18
C 0.92 3.57 0.77
C -1.37 4.34 0.08
N -0.78 1.97 0.03
C -1.21 1.47 1.19
O -1.20 2.04 2.26
C -1.80 0.04 1.07
C -2.99 0.14 0.15
C -4.24 0.47 0.66
C -5.31 0.62 -0.21
C -5.08 0.44 -1.56
N -3.90 0.12 -2.06
C -2.89 -0.03 -1.23
N -0.82 -0.94 0.59
C -1.27 -2.22 0.49
O -2.45 -2.50 0.65
C -0.29 -3.27 0.18
C -0.55 -4.53 -0.28
C 0.70 -5.19 -0.35
C 1.62 -4.29 0.08
O 1.04 -3.13 0.41
C 0.52 -0.54 0.35
C 1.04 -0.62 -0.94
C 2.34 -0.22 -1.18
C 3.15 0.28 -0.17
C 4.58 0.74 -0.40
C 4.70 2.22 -0.03
C 5.52 -0.10 0.48
C 5.03 0.57 -1.86
C 2.60 0.36 1.11
C 1.31 -0.05 1.37
H 0.98 2.64 -1.81
H 0.63 4.37 -1.84
H -0.62 3.22 -2.31
H 1.33 4.56 0.60
H 0.59 3.49 1.80
H 1.70 2.83 0.59
H -1.71 4.25 1.11
H -2.21 4.16 -0.58
H -1.01 5.35 -0.08
H -0.90 1.42 -0.80
H -2.14 -0.26 2.07
H -4.37 0.60 1.73
H -6.29 0.86 0.16
H -5.88 0.55 -2.29
H -1.95 -0.32 -1.69
H -1.51 -4.92 -0.53
H 0.88 -6.20 -0.68
H 2.68 -4.35 0.20
H 0.44 -1.01 -1.74
H 2.71 -0.30 -2.19
H 4.44 2.39 1.01
H 4.05 2.82 -0.66
H 5.73 2.56 -0.18
H 5.42 -1.16 0.25
H 5.30 0.04 1.54
H 6.55 0.19 0.31
H 4.98 -0.47 -2.17
H 6.06 0.91 -1.96
H 4.41 1.17 -2.53
H 3.20 0.73 1.93
H 0.91 0.02 2.37
```

## Properties
SMILES string ... CC(C)(C)NC(=O)[C@@H](c1cccnc1)N(C(=O)c1ccco1)c1ccc(C(C)(C)C)cc1
Highest occupied orbital energy ... -8.677 eV
Orbital gap ... 0.339 hartree
E_LUMO ... 0.0206 hartree
Total energy ... -38078.7233 eV
Strongest force on any atom ... 1.3 eV/Å

=====

Entry 3:
Below is a molecular structure, C26H31N3O4PSSiW in a non-equilibrium geometry, with properties calculated with wB97M-V/def2-TZVPD.

```
68
Properties=species:S:1:pos:R:3
W 1.14 -0.40 -0.17
N -0.63 -1.91 0.02
C -1.82 -1.65 0.84
C -2.73 -2.66 1.08
C -3.86 -2.38 1.84
C -4.06 -1.11 2.37
C -3.14 -0.10 2.12
C -2.02 -0.37 1.34
P -0.79 0.87 1.02
C -1.35 2.04 -0.21
C -2.67 2.05 -0.64
C -3.06 2.98 -1.60
C -2.14 3.88 -2.12
C -0.81 3.87 -1.69
C -0.41 2.94 -0.74
C -0.49 1.75 2.54
C 0.00 1.04 3.65
C 0.23 1.70 4.84
C -0.01 3.07 4.93
C -0.50 3.77 3.84
C -0.74 3.12 2.64
H -0.36 -2.88 0.15
H -0.90 -1.84 -0.96
H -2.58 -3.65 0.67
H -4.58 -3.17 2.04
H -4.93 -0.90 2.97
H -3.29 0.89 2.54
H -3.39 1.36 -0.24
H -4.08 3.00 -1.94
H -2.45 4.60 -2.87
H -0.10 4.58 -2.08
H 0.61 2.96 -0.38
H 0.17 -0.03 3.58
H 0.60 1.15 5.70
H 0.18 3.58 5.86
H -0.70 4.83 3.92
H -1.12 3.67 1.79
O 2.48 1.68 -3.29
C 1.83 1.02 -2.57
O 2.29 0.42 -1.40
C 0.34 0.64 -2.75
O -0.30 0.87 -3.71
O -0.07 -0.07 -1.66
C 2.27 0.78 1.19
Si 2.15 -2.21 1.41
C 3.78 -2.98 1.33
C 1.10 -2.88 2.74
H 2.06 0.74 2.26
H 2.08 1.81 0.86
H 3.34 0.58 1.04
H 4.21 -2.96 2.34
H 4.47 -2.52 0.62
H 3.63 -4.03 1.05
H 1.55 -2.58 3.70
H 1.15 -3.97 2.71
H 0.06 -2.56 2.74
S 1.71 -2.51 -1.64
C 1.59 -2.09 -3.34
N 0.63 -2.52 -4.12
C 0.85 -2.13 -5.54
C 2.09 -1.21 -5.43
N 2.46 -1.36 -4.00
H -0.07 -3.19 -3.83
H -0.02 -1.61 -5.92
H 1.03 -3.02 -6.14
H 1.85 -0.17 -5.63
H 2.91 -1.52 -6.07
H 3.36 -1.09 -3.63
```

## Properties
Highest occupied orbital energy ... -17.222 eV
Orbital gap ... 0.224 hartree
E_LUMO ... -0.4093 hartree
Charge ... +3
Total energy ... -69927.6421 eV
Strongest force on any atom ... 1.8 eV/Å

=====

Entry 4:
Below is a molecular structure, C26H31N3O4PSSiW in a non-equilibrium geometry, with properties calculated with wB97M-V/def2-TZVPD.

```
68
Properties=species:S:1:pos:R:3
W -0.40 -0.03 0.82
N 1.62 0.25 1.89
C 2.94 0.11 1.24
C 4.09 0.37 1.95
C 5.32 0.24 1.30
C 5.38 -0.15 -0.03
C 4.21 -0.41 -0.74
C 2.99 -0.29 -0.08
P 1.43 -0.64 -0.83
C 1.51 -0.79 -2.59
C 1.60 -2.06 -3.15
C 1.73 -2.18 -4.53
C 1.76 -1.05 -5.33
C 1.67 0.22 -4.77
C 1.54 0.36 -3.40
C 0.87 -2.22 -0.16
C -0.45 -2.61 -0.49
C -1.01 -3.74 0.07
C -0.25 -4.50 0.96
C 1.07 -4.15 1.26
C 1.63 -3.02 0.71
H 1.55 -0.46 2.63
H 1.62 1.14 2.39
H 4.06 0.68 2.99
H 6.23 0.45 1.84
H 6.33 -0.25 -0.52
H 4.25 -0.71 -1.78
H 1.59 -2.95 -2.54
H 1.82 -3.17 -4.97
H 1.86 -1.15 -6.40
H 1.71 1.10 -5.40
H 1.49 1.35 -2.96
H -0.99 -2.07 -1.27
H -2.01 -4.05 -0.19
H -0.69 -5.38 1.41
H 1.65 -4.78 1.92
H 2.66 -2.76 0.93
O -1.81 -2.70 3.45
C -1.69 -1.87 2.63
O -0.51 -1.23 2.27
C -2.81 -1.26 1.77
O -3.96 -1.36 1.94
O -2.22 -0.49 0.75
C -0.22 1.75 4.00
Si -0.94 2.02 2.31
C -2.74 2.35 2.37
C 0.01 3.36 1.42
H -0.93 2.15 4.73
H 0.72 2.30 4.13
H -0.06 0.70 4.28
H -2.85 3.28 2.92
H -3.30 1.58 2.91
H -3.19 2.48 1.39
H 0.40 4.06 2.16
H -0.66 3.91 0.76
H 0.85 3.02 0.81
S -0.98 1.23 -1.19
C -2.67 1.71 -1.34
N -2.98 2.76 -2.08
C -4.44 2.95 -2.18
C -4.99 1.80 -1.31
N -3.74 1.13 -0.85
H -2.30 3.33 -2.56
H -4.76 2.88 -3.22
H -4.71 3.93 -1.80
H -5.59 1.10 -1.88
H -5.56 2.15 -0.46
H -3.72 0.27 -0.33
```

## Properties
Highest occupied orbital energy ... -17.530 eV
Orbital gap ... 0.224 hartree
E_LUMO ... -0.4200 hartree
Charge ... +3
Total energy ... -69928.5963 eV
Strongest force on any atom ... 1.4 eV/Å